# C3H6LiO4Sc

C3H6LiO4Sc as an isolated structure at a distorted geometry (wB97M-V/def2-TZVPD, the OMol25 dataset).

Geometry as XYZ:
```
15
Properties=species:S:1:pos:R:3:forces:R:3
O -2.43529 -0.33284 0.23882 0.4 0.2 0.4
H -0.99246 -1.72448 -2.90161 -0.2 0.2 0.0
C -1.57125 -0.80994 -3.07722 0.6 0.0 -1.0
C -1.64686 -0.28928 -0.78581 -3.3 -0.9 -1.6
C -1.81321 -0.28536 1.58432 -0.2 0.4 0.0
O 1.94623 0.98731 1.85993 -0.9 -0.1 0.1
H 1.78709 1.60807 2.58691 0.3 0.1 0.1
Sc 0.34825 -0.00504 1.23747 -0.9 -0.7 -1.5
Li 3.64439 0.92987 1.30668 0.8 0.2 0.0
O -2.30649 -0.46089 -1.90192 0.4 0.2 1.6
O -0.41558 -0.15459 -0.74289 2.5 0.4 1.8
H -2.13459 -1.22687 2.05478 0.3 0.1 0.0
H -2.35006 0.51717 2.11202 0.2 -0.2 -0.1
H -0.90190 0.00970 -3.36413 -0.2 -0.2 0.0
H -2.32268 -0.97852 -3.85262 0.2 0.1 0.3
```
Positions in Å, forces in eV/Å.

Results
Kohn-Sham gap: 8.566 eV
Net charge: +2